i) This record from OMol25 describes a single C3H4FNS molecule. The level of theory is ωB97M-V/def2-TZVPD.

Each line ends with the Löwdin charge.
Positions of all 10 atoms, in Å:
C1 0.720 -1.576 0.061  0.098
C2 0.595 -0.297 -0.017  -0.393
F1 1.675 0.481 -0.089  0.067
C3 -0.767 0.304 -0.055  -0.867
N1 -0.562 1.607 0.094  0.097
S1 -2.241 -0.388 -0.040  0.667
H1 1.726 -2.042 0.015  0.104
H2 -0.159 -2.126 0.065  0.028
H3 -1.376 2.202 -0.083  0.123
H4 0.389 1.835 0.049  0.076

- Charge: 0
- E_LUMO: 0.002 Eh
- HOMO-LUMO gap: 8.8 eV
- SMILES: C=C(F)C(N)=S

---

ii) This record from OMol25 describes a single C3H4FNS molecule. The level of theory is ωB97M-V/def2-TZVPD.

Each line ends with the Löwdin charge.
Positions of all 10 atoms, in Å:
N1 -1.409 0.227 -2.369  0.097
C1 -1.151 -0.507 -1.260  -0.100
C2 -0.332 -0.321 -0.186  -0.409
F1 -0.086 -1.484 0.450  -0.011
C3 0.297 0.787 0.419  -0.651
S1 1.404 0.663 1.593  0.678
H1 -0.876 1.069 -2.527  0.103
H2 -2.141 -0.026 -3.039  0.115
H3 -1.683 -1.411 -1.265  0.115
H4 -0.018 1.774 0.040  0.061

- Charge: 0
- E_LUMO: -0.017 Eh
- HOMO-LUMO gap: 7.7 eV
- SMILES: N/C=C(/F)C=S

---

Question: which arrangement is favored energetically? Ranking from most to least stable: i), ii).

---

i) This record from OMol25 describes a molecular structure, C8H9N2O. The level of theory is ωB97M-V/def2-TZVPD.

Each line ends with the Löwdin charge.
Positions of all 20 atoms, in Å:
C1 1.528 1.467 -0.502  -0.180
C2 -2.329 0.264 0.163  -0.052
C3 -0.088 0.126 0.087  -0.321
C4 -3.330 0.846 -0.382  0.165
C5 2.202 0.536 0.357  -0.100
C6 1.064 -1.697 -0.366  0.004
C7 1.150 -0.540 0.581  -0.250
C8 -0.370 -1.365 -0.441  -0.215
N1 0.300 1.318 -0.762  0.186
N2 -1.273 0.327 0.897  0.177
O1 -1.535 -1.699 -0.355  0.154
H1 2.071 2.242 -1.057  0.145
H2 -3.873 0.089 -1.012  0.131
H3 -3.734 1.830 -0.439  0.106
H4 3.237 0.128 0.063  0.170
H5 2.169 1.306 1.241  0.181
H6 1.495 -1.480 -1.429  0.197
H7 1.406 -2.703 -0.065  0.147
H8 1.138 -0.816 1.675  0.186
H9 -1.228 -0.178 1.745  0.169

- Charge: +1
- E_LUMO: -0.163 Eh
- HOMO-LUMO gap: 9.7 eV

---

ii) This record from OMol25 describes a gas-phase ion, C8H9N2O (charge +1). The level of theory is ωB97M-V/def2-TZVPD.

Each line ends with the Löwdin charge.
Positions of all 20 atoms, in Å:
N1 -2.273 0.540 1.118  0.266
C1 -1.454 -0.120 -0.171  -0.352
O1 -2.104 0.078 -1.347  0.070
C2 -1.320 -1.631 0.152  -0.084
N2 -0.173 -2.102 0.190  0.165
C3 0.763 -1.089 -0.049  -0.234
C4 2.121 -1.149 -0.027  0.018
C5 2.896 -0.008 -0.246  -0.020
C6 2.266 1.203 -0.489  -0.050
C7 0.886 1.278 -0.429  -0.022
C8 0.090 0.123 -0.301  -0.079
H1 -2.487 -0.227 1.729  0.130
H2 -3.167 1.017 0.918  0.166
H3 -1.664 1.302 1.622  0.215
H4 -1.792 0.945 -1.781  0.180
H5 -2.293 -2.278 0.230  0.175
H6 2.553 -2.148 0.168  0.142
H7 3.919 -0.069 -0.140  0.095
H8 2.819 2.113 -0.511  0.111
H9 0.414 2.221 -0.637  0.109

- Charge: +1
- E_LUMO: -0.153 Eh
- HOMO-LUMO gap: 8.8 eV
- SMILES: [NH3+][C@]1(O)C=Nc2ccccc21

---

Question: which arrangement is favored energetically? Ranking from most to least stable: ii), i).

---

i) This record from OMol25 describes a single C5H6S molecule. The level of theory is ωB97M-V/def2-TZVPD.

Each line ends with the Löwdin charge.
Positions of all 12 atoms, in Å:
C1 -0.816 -1.689 -1.632  0.166
C2 0.084 -1.080 -1.111  -0.199
C3 1.122 -0.484 -0.396  -0.814
S1 2.705 -0.527 -0.672  0.768
C4 0.541 0.219 0.875  -0.246
C5 -0.618 1.188 0.593  -0.098
H1 -1.608 -2.238 -2.139  0.054
H2 1.247 0.785 1.368  0.068
H3 0.180 -0.563 1.477  0.098
H4 -0.340 2.123 0.197  0.053
H5 -1.058 1.461 1.529  0.061
H6 -1.438 0.805 -0.089  0.089

- Charge: 0
- E_LUMO: -0.028 Eh
- HOMO-LUMO gap: 8.0 eV
- SMILES: C#CC(=S)CC

---

ii) This record from OMol25 describes a single C5H6S molecule. The level of theory is ωB97M-V/def2-TZVPD.

Each line ends with the Löwdin charge.
Positions of all 12 atoms, in Å:
S1 3.320 0.001 -0.065  0.693
C1 1.616 0.716 -0.096  -0.401
C2 0.461 -0.009 0.050  -0.286
C3 -0.353 -1.246 0.086  -0.056
C4 -1.514 -0.587 0.063  -0.067
C5 -0.876 0.807 0.147  -0.140
H1 2.933 -1.166 -0.428  -0.205
H2 1.719 1.764 -0.152  0.035
H3 -0.176 -2.339 -0.176  0.121
H4 -2.551 -0.872 0.025  0.096
H5 -1.298 1.280 1.050  0.108
H6 -1.004 1.539 -0.648  0.103

- Charge: 0
- E_LUMO: 0.032 Eh
- HOMO-LUMO gap: 9.0 eV
- SMILES: S/C=C1\C=CC1

---

iii) This record from OMol25 describes a single C5H6S molecule. The level of theory is ωB97M-V/def2-TZVPD.

Each line ends with the Löwdin charge.
Positions of all 12 atoms, in Å:
C1 -2.128 1.030 0.280  0.025
C2 -0.906 1.001 -0.150  -0.064
C3 0.419 0.987 -0.244  -0.178
C4 1.302 -0.161 -0.179  -0.836
C5 0.802 -1.546 -0.148  -0.136
S1 2.922 0.145 -0.153  0.712
H1 -3.033 1.155 -0.293  0.061
H2 -2.212 1.062 1.360  0.074
H3 0.972 1.889 -0.348  0.077
H4 1.607 -2.226 0.232  0.082
H5 0.260 -1.949 -0.990  0.083
H6 -0.004 -1.387 0.633  0.100

- Charge: 0
- E_LUMO: -0.021 Eh
- HOMO-LUMO gap: 8.0 eV
- SMILES: C=C=CC(C)=S

---

Question: which arrangement is favored energetically? Ranking from most to least stable: iii), i), ii).

---

i) This record from OMol25 describes 2 unconnected molecules or ions with the total composition Br2H3N2P. The level of theory is ωB97M-V/def2-TZVPD.

Each line ends with the Löwdin charge.
Positions of all 8 atoms, in Å:
H1 -0.115 -0.338 -1.978  -0.033
N1 -1.163 -0.058 -2.035  -0.058
N2 -1.768 -0.702 -1.149  -0.052
H2 -2.778 -0.376 -1.130  0.055
Br1 1.789 -0.278 -0.199  0.133
P1 0.869 -0.057 1.813  -0.009
Br2 0.992 2.173 2.098  0.074
H3 2.174 -0.364 2.578  -0.109

- Charge: 0
- E_LUMO: -0.006 Eh
- HOMO-LUMO gap: 9.2 eV
- SMILES: [H]/N=N/[H].BrPBr

---

ii) This record from OMol25 describes a single Br2H3N2P molecule. The level of theory is ωB97M-V/def2-TZVPD.

Each line ends with the Löwdin charge.
Positions of all 8 atoms, in Å:
N1 -1.385 0.369 0.295  -0.131
N2 -0.469 -0.582 0.082  -0.434
P1 1.222 -0.230 -0.822  0.022
Br1 2.406 -1.769 0.043  0.225
Br2 1.587 1.562 0.432  0.194
H1 -0.986 1.058 0.878  -0.014
H2 -1.713 1.035 -0.467  0.102
H3 -0.662 -1.444 -0.441  0.036

- Charge: 0
- E_LUMO: 0.005 Eh
- HOMO-LUMO gap: 8.7 eV
- SMILES: NNP(Br)Br

---

Question: which arrangement is favored energetically? Ranking from most to least stable: ii), i).